The molecule C2H2BrN. Source: OMol25; level of theory: ωB97M-V with the def2-TZVPD basis set.

Cartesian coordinates (Å):
C -1.338 0.820 0.176
C 0.686 -0.534 0.128
N -0.277 0.282 -0.061
Br 2.468 -0.096 -0.115
H -1.902 1.100 -0.581
H 0.363 -1.571 0.453

The value obtained for the orbital gap is 8.5590 eV. For the maximum force, the calculation gives 4.91 eV Å⁻¹. Its LUMO energy is 0.391 eV. The value obtained for the energy above the lowest of the compared OMol25 structures with the same formula, charge and spin is 59.3 kcal per mole.

Results of the Löwdin charge analysis, in e, for atoms 1 through 5:
1 C 0.076
2 C -0.703
3 N -0.143
4 Br 0.686
5 H -0.015

---

A cluster of 7 separate species, C25H42BINO28S6 in total. Source: OMol25; level of theory: ωB97M-V with the def2-TZVPD basis set.

Cartesian coordinates (Å):
C 6.181 0.874 1.189
C 4.729 0.560 1.586
O 4.764 -0.120 2.858
C 4.192 -0.419 0.511
O 2.829 -0.267 0.312
B 2.185 -1.348 -0.547
C 3.052 -1.696 -1.904
C 3.242 -0.599 -2.944
O 3.362 -0.849 -4.103
I 3.340 1.515 -2.443
C 0.719 -0.718 -0.928
C 0.018 -1.598 -1.976
C -1.227 -2.336 -1.479
O 0.137 -2.961 -1.807
C 2.035 -2.635 0.474
C 2.958 -3.682 0.426
C 2.847 -4.726 1.329
C 1.798 -4.716 2.233
C 0.922 -3.654 2.172
N 1.011 -2.621 1.346
H 6.817 1.110 2.044
H 6.221 1.725 0.514
H 6.624 0.009 0.690
H 4.087 1.440 1.622
H 5.669 -0.421 2.986
H 4.504 -1.423 0.845
H 4.779 -0.195 -0.397
H 2.587 -2.508 -2.471
H 4.066 -2.064 -1.697
H 0.047 -0.664 -0.075
H 0.801 0.256 -1.420
H -0.036 -1.225 -2.997
H -1.846 -2.911 -2.159
H -1.204 -2.723 -0.465
H 3.788 -3.707 -0.267
H 3.582 -5.525 1.319
H 1.709 -5.531 2.941
H 0.077 -3.659 2.862
C 6.155 5.043 3.564
C 4.848 4.338 3.263
O 4.417 4.913 2.025
S 5.697 5.284 1.128
O 5.891 4.231 0.218
O 5.583 6.640 0.721
O 6.801 5.184 2.295
H 5.985 6.041 3.976
H 6.787 4.473 4.241
H 4.098 4.496 4.033
H 4.995 3.265 3.113
C 8.605 1.755 5.980
C 9.836 1.370 5.187
O 9.684 -0.034 4.958
S 8.125 -0.392 4.807
O 7.802 -0.443 3.427
O 7.825 -1.453 5.695
O 7.548 0.982 5.406
H 8.704 1.476 7.032
H 8.376 2.815 5.907
H 10.760 1.566 5.723
H 9.862 1.876 4.219
C -6.783 -0.713 -1.556
C -5.760 -0.620 -2.666
O -4.497 -0.656 -1.992
S -4.609 -1.570 -0.680
O -4.144 -2.875 -0.979
O -4.131 -0.828 0.427
O -6.216 -1.632 -0.612
H -6.915 0.251 -1.057
H -7.737 -1.074 -1.907
H -5.853 0.292 -3.247
H -5.818 -1.484 -3.332
C -12.410 -0.481 -3.421
C -12.247 -0.365 -1.921
O -10.825 -0.338 -1.711
S -10.121 0.394 -2.945
O -9.873 1.746 -2.597
O -9.095 -0.456 -3.439
O -11.361 0.350 -3.954
H -12.249 -1.500 -3.767
H -13.378 -0.132 -3.765
H -12.687 -1.187 -1.388
H -12.663 0.575 -1.548
C -16.865 -3.233 -0.924
C -16.541 -4.644 -1.369
O -15.303 -4.514 -2.082
S -14.428 -3.346 -1.428
O -13.481 -3.906 -0.538
O -14.034 -2.451 -2.462
O -15.595 -2.669 -0.568
H -17.287 -2.644 -1.741
H -17.538 -3.207 -0.072
H -17.305 -5.067 -2.015
H -16.377 -5.306 -0.516
C 10.570 4.655 -2.652
C 9.277 5.306 -3.100
O 8.256 4.418 -2.646
S 8.706 3.725 -1.270
O 8.130 4.432 -0.189
O 8.571 2.324 -1.409
O 10.275 4.113 -1.364
H 10.855 3.836 -3.316
H 11.391 5.365 -2.579
H 9.219 5.423 -4.179
H 9.129 6.276 -2.619

The value obtained for the orbital gap is 5.1865 eV. The total charge is -1. For the maximum force, the calculation gives 3.63 eV Å⁻¹. Its LUMO energy is 0.886 eV.

Results of the Löwdin charge analysis, in e, for atoms 1 through 5:
1 C -0.058
2 C -0.350
3 O -0.056
4 C -0.266
5 O -0.104

---

A structure of composition C21H29ClGeN2O4Pd. Source: OMol25; level of theory: ωB97M-V with the def2-TZVPD basis set.

Cartesian coordinates (Å):
Pd -1.325 -0.454 1.054
C 2.454 1.642 1.205
C 1.276 1.744 2.148
O 1.161 1.022 3.131
N 0.416 2.744 1.815
C -0.879 2.855 2.465
C -1.980 2.252 1.625
C -2.435 2.905 0.503
C -3.362 2.256 -0.337
C -3.769 0.993 -0.019
C -3.282 0.382 1.174
N -2.457 1.047 2.043
H 3.053 0.774 1.471
H 3.061 2.547 1.279
H 2.112 1.581 0.173
H 0.433 3.007 0.823
H -1.090 3.916 2.634
H -0.829 2.339 3.422
H -2.024 3.870 0.237
H -3.709 2.743 -1.242
H -4.442 0.432 -0.655
H -3.847 -0.450 1.586
C 2.240 1.233 -5.095
C 2.387 0.464 -3.813
C 3.565 -0.184 -3.474
C 3.666 -0.849 -2.262
Cl 5.176 -1.654 -1.856
C 2.611 -0.881 -1.373
C 1.425 -0.237 -1.703
C 1.309 0.420 -2.918
O 0.166 1.008 -3.346
C -0.574 1.813 -2.401
C 0.168 3.157 -2.148
O 0.302 3.900 -3.137
O 0.547 3.359 -0.964
H 3.208 1.355 -5.584
H 1.804 2.213 -4.891
H 1.563 0.723 -5.785
H 4.414 -0.155 -4.146
H 2.696 -1.401 -0.429
H 0.594 -0.290 -1.007
H -0.770 1.271 -1.474
H -1.515 2.013 -2.913
C 0.026 -5.189 1.966
Ge -0.856 -3.390 1.911
C -2.752 -3.718 2.373
C -0.020 -2.548 3.487
C -0.667 -2.355 0.305
H 0.006 -5.595 2.982
H 1.069 -5.088 1.656
H -0.457 -5.905 1.295
H -2.854 -4.571 3.051
H -3.340 -3.912 1.474
H -3.162 -2.831 2.860
H -0.245 -3.124 4.392
H -0.357 -1.519 3.617
H 1.065 -2.516 3.362
H -1.336 -2.737 -0.473
H 0.360 -2.426 -0.070

The value obtained for the orbital gap is 5.3363 eV. The total charge is -2. For the maximum force, the calculation gives 0.42 eV Å⁻¹. Its LUMO energy is 4.465 eV. The value obtained for the energy above the lowest of the compared OMol25 structures with the same formula, charge and spin is 16.0 kcal per mole.

Results of the Löwdin charge analysis, in e, for atoms 1 through 5:
1 Pd 0.513
2 C -0.005
3 C -0.559
4 O 0.002
5 N 0.067

---

The molecule C6H10O. Source: OMol25; level of theory: ωB97M-V with the def2-TZVPD basis set.

Cartesian coordinates (Å):
O -2.914 0.896 0.111
C -2.690 -0.279 -0.094
C -1.304 -0.902 0.092
C -0.320 0.138 0.597
C 1.124 -0.286 0.372
C 1.708 -0.229 -1.013
C 2.242 0.677 0.065
H -3.515 -0.956 -0.446
H -1.483 -1.828 0.691
H -0.991 -1.293 -0.883
H -0.481 0.413 1.649
H -0.451 1.104 0.066
H 1.407 -1.151 0.964
H 2.325 -1.061 -1.344
H 1.107 0.229 -1.797
H 3.230 0.457 0.464
H 2.020 1.740 -0.010

The value obtained for the orbital gap is 10.8310 eV. As for the structure (SMILES): O=CCCC1CC1. For the maximum force, the calculation gives 1.24 eV Å⁻¹. Its LUMO energy is 1.074 eV. The value obtained for the energy above the lowest of the compared OMol25 structures with the same formula, charge and spin is 18.9 kcal per mole.

Results of the Löwdin charge analysis, in e, for atoms 1 through 5:
1 O 0.034
2 C -0.254
3 C -0.162
4 C -0.188
5 C -0.318